{
  "formula": "C16H28B2N3O32S4",
  "method": "ωB97M-V with the def2-TZVPD basis set",
  "mol_weight_g_mol": 924.28,
  "charge": 1,
  "max_force_ev_per_a": 7.54,
  "homo_energy_ev": -11.531,
  "energy_ha": -4840.86892,
  "e_above_lowest_ev": 4.303,
  "elements": ["N", "H", "H", "H", "H", "N", "H", "H", "H", "H", "N", "H", "H", "H", "H", "O", "C", "O", "B", "O", "C", "O", "O", "C", "O", "C", "O", "O", "O", "C", "O", "B", "O", "C", "O", "O", "C", "O", "C", "O", "O", "C", "C", "O", "S", "O", "O", "O", "H", "H", "H", "H", "C", "C", "O", "S", "O", "O", "O", "H", "H", "H", "H", "C", "C", "O", "S", "O", "O", "O", "H", "H", "H", "H", "C", "C", "O", "S", "O", "O", "O", "H", "H", "H", "H"],
  "coordinates": [[5.8006, -0.3919, -1.2235], [5.9274, -1.1794, -0.6039], [5.5445, -0.9280, -2.0402], [6.6847, 0.0868, -1.3205], [5.0525, 0.2083, -0.9070], [-3.7664, 3.8595, 1.8395], [-2.9885, 4.5025, 1.8785], [-4.2104, 3.9133, 2.7451], [-3.4481, 2.9289, 1.6097], [-4.3799, 4.2644, 1.1468], [1.7896, 2.9783, -5.0828], [1.7049, 2.5237, -5.9807], [1.3855, 3.9033, -5.0476], [2.7723, 2.8375, -4.8973], [1.3038, 2.4806, -4.3504], [0.0623, 7.0671, 0.6267], [0.5345, 5.9871, 0.2117], [1.7097, 5.6935, -0.1146], [1.8361, 4.3331, -0.5820], [0.4543, 3.8605, -0.4029], [-0.3048, 4.7745, -0.0431], [-1.5767, 4.8030, 0.1331], [2.2551, 4.1188, -1.9916], [3.3439, 3.3924, -2.1171], [3.9020, 3.0462, -3.1691], [3.7128, 2.9580, -0.7310], [2.7868, 3.4710, 0.1384], [4.7215, 2.2375, -0.5291], [-1.8828, 1.8939, 2.2657], [-1.4378, 1.1697, 1.4058], [-0.3832, 1.3894, 0.7561], [-0.1488, 0.2429, -0.1879], [-1.2532, -0.7426, -0.0230], [-2.0885, -0.1995, 0.9550], [-3.0633, -0.7233, 1.4588], [-0.1797, 0.8264, -1.5590], [0.9256, 0.6353, -2.2377], [1.0891, 1.0475, -3.3867], [1.8188, -0.1107, -1.3047], [1.2412, -0.2420, -0.1267], [2.9283, -0.4249, -1.6693], [6.4300, -5.7769, -3.1936], [6.5677, -5.0116, -4.4903], [6.0751, -3.7565, -4.0997], [4.7513, -3.8735, -3.0207], [3.6369, -4.6969, -3.5982], [4.5469, -2.5996, -2.3684], [5.7968, -4.8810, -2.2375], [7.3792, -5.9983, -2.7056], [5.7694, -6.6439, -3.1877], [5.9315, -5.2833, -5.3326], [7.5760, -4.9045, -4.8904], [-4.5644, -2.2362, 3.6297], [-4.0413, -3.4809, 3.0087], [-4.3589, -4.5837, 3.7894], [-5.0210, -4.1806, 5.2584], [-3.9890, -4.2010, 6.3202], [-6.3382, -4.7733, 5.4612], [-5.2331, -2.6243, 4.7477], [-5.3173, -1.7754, 2.9901], [-3.7877, -1.4871, 3.7838], [-2.9578, -3.5607, 3.0969], [-4.3510, -3.5008, 1.9638], [-3.7466, -0.5857, -2.9031], [-2.5279, -1.4808, -3.0127], [-2.8325, -2.6385, -2.3279], [-4.4569, -2.9506, -2.2671], [-4.8323, -3.3142, -0.8379], [-4.9446, -3.9173, -3.2559], [-4.8726, -1.4635, -2.6377], [-3.9758, -0.1454, -3.8735], [-3.7628, 0.2187, -2.1678], [-1.5509, -1.1048, -2.7091], [-2.4639, -1.9887, -3.9750], [-0.3735, 2.2333, 5.3116], [-0.5050, 0.6417, 5.3579], [-1.8457, 0.5017, 4.9145], [-2.8708, 1.6302, 5.4870], [-3.3417, 1.3009, 6.8753], [-3.9922, 2.1041, 4.6427], [-1.6561, 2.7694, 5.5409], [-0.2444, 2.5034, 4.2635], [0.3434, 2.6428, 6.0233], [-0.4486, 0.2342, 6.3673], [0.2247, 0.1469, 4.7170]],
  "forces_ev_per_angstrom": [[0.6, -1.1, 0.2], [0.0, 0.0, 1.0], [-0.5, 0.3, -1.1], [0.1, 0.4, -0.1], [-0.5, 0.6, 0.1], [-0.4, 1.3, 0.1], [1.0, 0.0, -0.3], [-0.3, -0.6, 0.5], [0.4, -0.6, 0.2], [-0.4, -0.2, -0.4], [-0.1, -0.4, -0.7], [-1.0, 0.0, -0.4], [0.7, 0.7, -0.4], [0.8, 1.1, 1.0], [-0.5, -1.3, 0.6], [1.9, -3.2, -1.2], [-4.9, 4.8, 2.0], [4.7, 0.0, -1.0], [-0.1, -0.7, 0.1], [0.9, -3.6, -1.5], [-6.7, 2.7, 2.0], [4.3, -1.1, -0.7], [0.0, 0.7, -1.3], [0.1, -0.3, -2.2], [-1.4, 0.9, 2.3], [2.2, -1.5, 2.1], [2.3, -1.1, -0.9], [-3.5, 2.1, 0.2], [-0.5, 0.0, -0.1], [-2.2, -0.5, 1.3], [2.1, -1.1, -1.5], [-0.3, 0.5, -0.8], [-0.2, 1.9, 1.7], [-0.5, -1.6, 0.5], [2.1, 1.2, -1.5], [-0.5, 0.2, -0.9], [-2.6, 1.3, -0.9], [0.5, -0.8, 1.7], [1.8, -0.3, -0.2], [0.3, -0.6, -0.2], [-0.2, -0.1, 1.0], [-0.4, -0.9, 1.4], [-1.0, 0.3, -0.6], [-2.2, 3.6, -0.3], [1.6, -4.2, -2.7], [3.2, 3.1, 1.8], [0.5, -1.8, -0.8], [-2.0, 1.0, 1.3], [-0.1, -0.1, -0.2], [0.4, -0.2, -0.5], [0.0, -0.9, 0.2], [0.0, 0.2, 0.5], [-0.2, 1.3, -1.3], [2.6, 0.1, -1.0], [-2.3, -1.8, 2.2], [0.6, 1.1, 0.1], [-2.5, -0.3, -2.7], [2.8, 0.9, -0.4], [-1.3, -1.3, 3.5], [0.1, 0.1, -0.2], [0.1, -0.1, 0.5], [0.3, 0.9, -0.8], [-0.1, -0.9, 0.1], [-0.8, 0.5, -0.7], [0.0, -0.7, -1.7], [-1.9, -2.4, 2.8], [-1.3, -3.1, 3.6], [1.6, 1.8, -4.6], [1.6, 2.5, 1.3], [0.2, -0.2, 0.0], [0.1, 0.1, 0.0], [0.3, -0.3, 0.3], [-0.4, 0.2, 0.2], [0.4, 1.6, -1.2], [0.2, -1.5, -0.9], [-0.2, 2.3, 1.1], [-2.2, -0.5, -0.9], [-1.5, 1.0, 3.6], [2.1, 0.6, -4.1], [3.4, -1.3, 0.6], [-2.5, -0.6, 0.8], [1.1, 0.0, 0.1], [-0.1, 0.0, -0.2], [0.2, 0.1, 0.0], [-0.5, 0.0, -0.3]]
}